Entry A
18
Properties=species:S:1:pos:R:3 method="wB97M-V/def2-TZVPD" e_lumo_ha=-0.1296 molar_mass_g_mol=94.13 gap_ev=10.2 charge=+1
C -1.5713 2.3608 0.0962
C -0.4834 1.7663 0.9117
C -0.0827 0.4886 0.9462
N -1.2689 -0.4531 0.7292
H -1.4941 3.4377 -0.1039
H -1.8236 1.8956 -0.8520
H -2.4478 2.4961 0.7595
H 0.1180 2.4711 1.4748
H 0.6749 0.0626 1.5761
H -2.0221 -0.1704 1.3454
H -1.4372 -0.6391 -0.2701
H -0.9949 -1.3771 1.0756
H -0.2553 -0.8233 -2.5876
H -0.3687 -2.3384 -2.1570
O -0.2141 -1.4356 -1.8342
H 4.2457 -2.0675 -0.8970
H 5.0353 -3.1831 -0.1639
O 4.3904 -2.4911 -0.0491

---

Entry B
18
Properties=species:S:1:pos:R:3 method="wB97M-V/def2-TZVPD" e_lumo_ha=-0.1729 molar_mass_g_mol=94.13 gap_ev=10.7 charge=+1
C 2.1366 1.0234 -0.2197
C 0.7183 1.4336 -0.5971
C -0.8788 0.3274 -2.2143
N -0.1883 0.3639 -1.0986
H 2.6275 0.2409 -0.9159
H 2.2537 0.5328 0.8000
H 2.8495 1.8357 -0.2054
H 0.6673 2.2835 -1.2543
H 0.2513 2.0776 0.2317
H -1.3655 -0.5804 -2.4698
H -0.8689 1.2934 -2.8420
H -0.1568 -0.4748 -0.5698
H -2.4402 -1.6525 3.4182
H -0.9986 -1.3742 3.3976
O -1.7308 -1.0735 2.9666
H -0.6116 -2.7206 0.2975
H -1.2532 -1.6587 1.0926
O -1.0116 -1.8774 0.1828

---

Relative energies, unit hartree: entry A 0.0101; entry B 0.0000

---

Entry A
27
Properties=species:S:1:pos:R:3 method="wB97M-V/def2-TZVPD" e_lumo_ha=0.0321 smiles=CCCCCNCN.O molar_mass_g_mol=134.22 gap_ev=9.7 charge=0
C 1.0425 0.5816 2.5115
C 0.7360 1.0195 1.0527
C -0.7361 1.5096 0.6428
C -1.7623 0.3925 0.9414
C -1.6116 -0.9026 0.2070
N -1.5746 -0.6458 -1.2499
C -0.6936 -1.4492 -2.0424
N 0.7839 -1.3963 -1.6554
H 0.9764 -0.5483 2.5415
H 2.0359 0.8573 2.8976
H 0.2707 0.9199 3.3489
H 1.3757 1.8659 0.7141
H 0.9968 0.1999 0.3832
H -0.7837 2.1628 -0.2422
H -0.9929 2.3944 1.2789
H -1.4805 0.1822 2.0547
H -2.7503 0.7521 0.7566
H -2.5397 -1.6022 0.2187
H -0.7833 -1.4950 0.6690
H -1.5591 0.4167 -1.5128
H -1.2131 -2.5119 -1.9040
H -0.7654 -1.0417 -3.0551
H 0.9744 -1.1871 -0.6295
H 1.1608 -2.2357 -1.8028
O 3.3281 0.5568 -2.2120
H 2.6738 -0.1188 -2.1666
H 2.8913 1.3234 -1.7459

---

Entry B
27
Properties=species:S:1:pos:R:3 method="wB97M-V/def2-TZVPD" e_lumo_ha=0.0317 smiles=CNC(C)(C)C.CON molar_mass_g_mol=134.22 gap_ev=9.8 charge=0
C -0.5494 -2.1552 0.9551
N -0.4552 -0.7182 0.7501
C 0.8732 -0.0902 0.8715
C 1.7565 -0.5356 -0.2988
C 1.5626 -0.4189 2.2061
C 0.6434 1.4215 0.7682
H -0.2657 -2.4871 1.9618
H 0.0814 -2.6725 0.2338
H -1.5800 -2.4588 0.7687
H -1.0919 -0.2504 1.3881
H 1.9557 -1.6056 -0.2660
H 2.7135 -0.0184 -0.2554
H 1.2706 -0.2965 -1.2424
H 2.4799 0.1584 2.3061
H 1.8199 -1.4751 2.2687
H 0.9114 -0.1723 3.0455
H 0.0336 1.7771 1.5996
H 1.5933 1.9514 0.8017
H 0.1416 1.6558 -0.1683
C -1.9551 2.0494 -2.4810
O -0.9030 1.1731 -2.3387
N -1.6545 -0.1776 -1.9432
H -2.7406 1.5698 -1.7943
H -1.6496 3.0438 -2.1507
H -2.3983 2.0166 -3.4823
H -1.2962 -0.9474 -2.5170
H -1.2974 -0.3371 -0.9871

---

Relative energies, unit hartree: entry A 0.0000; entry B 0.0113

---

Entry A
27
Properties=species:S:1:pos:R:3 method="wB97M-V/def2-TZVPD" e_lumo_ha=0.0304 smiles=CN[C@H](CN)C(C)C.O molar_mass_g_mol=134.22 gap_ev=8.9 charge=0
C -1.9191 -0.6268 -1.9567
N -0.5044 -1.0741 -2.0019
C 0.3486 -1.1174 -0.8740
C -0.0727 -1.6667 0.5741
N -0.5705 -0.6358 1.6408
C 1.1436 0.3442 -0.7315
C 2.3188 0.2229 0.1792
C 0.0229 1.1571 -0.2288
H -2.3252 -0.6488 -0.9050
H -2.4459 -1.5017 -2.4575
H -2.1990 0.2011 -2.6719
H -0.1918 -0.6207 -2.8518
H 1.1382 -1.8526 -1.1989
H -0.8696 -2.3944 0.6125
H 0.7430 -2.3131 1.1527
H -1.1090 -1.0049 2.3558
H -1.1728 -0.0532 1.2526
H 1.5582 0.8065 -1.6471
H 2.3637 -0.7035 0.8333
H 3.2666 0.2541 -0.2021
H 2.2493 1.1530 0.8769
H -0.0027 2.2297 -0.7386
H -0.0798 1.2934 0.8320
H -0.9806 1.0764 -0.6342
O -0.3727 2.6865 2.6997
H -0.2407 1.8037 2.8068
H -0.2485 2.8718 1.7395

---

Entry B
27
Properties=species:S:1:pos:R:3 method="wB97M-V/def2-TZVPD" e_lumo_ha=0.0319 smiles=CC(C)(C)NO.CNC molar_mass_g_mol=134.22 gap_ev=8.6 charge=0
C -0.6101 -2.7024 0.1975
C -1.0092 -1.2948 -0.2890
C -1.7862 -1.4049 -1.6090
C -1.8743 -0.6160 0.7770
N 0.1296 -0.4113 -0.4818
O 1.0951 -0.9356 -1.4251
H 0.0103 -2.6353 1.0932
H -1.4954 -3.2925 0.4345
H -0.0645 -3.2442 -0.5766
H -2.6474 -2.0655 -1.5070
H -1.1327 -1.7880 -2.3909
H -2.1323 -0.4184 -1.9139
H -2.8014 -1.1687 0.9239
H -2.1209 0.3988 0.4671
H -1.3441 -0.5704 1.7285
H 0.7568 0.3177 0.3214
H 1.4953 -1.7294 -1.0385
C 2.5432 2.0805 -0.1486
N 1.2265 1.7531 0.3933
C 0.7421 2.7100 1.3815
H 3.2827 2.0832 0.6536
H 2.7959 1.3271 -0.8916
H 2.5462 3.0652 -0.6312
H 0.5427 1.6759 -0.3877
H 1.4377 2.7588 2.2203
H -0.2354 2.3883 1.7375
H 0.6498 3.7190 0.9619

---

Relative energies, unit hartree: entry A 0.0456; entry B 0.0000

---

Entry A
10
Properties=species:S:1:pos:R:3 method="wB97M-V/def2-TZVPD" e_lumo_ha="-0.0489 / -0.0828" molar_mass_g_mol=305.88 gap_ev="7.7 / 6.0" charge=0
C 0.1261 0.1637 -0.1986
C 0.9832 0.1436 -1.1292
C -0.7266 -0.5375 0.7825
C -0.7807 0.9511 0.6996
I 2.0380 1.2518 -2.4550
I 2.0640 -2.8377 -1.3961
H -1.5478 -1.1146 0.3768
H -0.2326 -1.0009 1.6218
H -0.2993 1.5416 1.4645
H -1.6246 1.4388 0.2337

---

Entry B
10
Properties=species:S:1:pos:R:3 method="wB97M-V/def2-TZVPD" e_lumo_ha="-0.0260 / -0.1076" molar_mass_g_mol=305.88 gap_ev="8.7 / 4.9" charge=0
C -0.0019 -0.4269 0.1613
C -0.4874 -1.5585 -0.1530
C 0.6329 0.8331 -0.3968
C 0.6317 0.5879 1.1033
I -1.3335 -3.3419 0.3519
I -2.3959 0.0310 -3.0231
H 1.5779 0.8301 -0.8618
H -0.0974 1.5261 -0.7702
H 0.0162 1.0842 1.7963
H 1.4573 0.4349 1.7920

---

Relative energies, unit hartree: entry A 0.0000; entry B 0.0351